[1]
This record from OMol25 describes 2 unconnected molecules or ions with the total composition CH8N2S2. The level of theory is ωB97M-V with the def2-TZVPD basis set.

Positions of all 13 atoms, in Å:
1 S -2.60 0.59 0.15
2 S -1.94 -0.50 1.66
3 H -3.55 1.15 0.90
4 H -0.79 -0.95 1.10
5 N 0.90 0.40 0.69
6 C 1.34 -0.45 -0.44
7 N 0.57 -0.27 -1.63
8 H 0.77 1.35 0.37
9 H 1.53 0.43 1.48
10 H 1.31 -1.50 -0.14
11 H 2.39 -0.22 -0.68
12 H 0.40 0.70 -1.87
13 H -0.33 -0.74 -1.59

For the maximum force, the calculation gives 0.84 eV/Å. The energy above the lowest of the compared OMol25 structures with the same formula, charge and spin comes out at 0.00 kcal per mole. The multiplicity is 2. As for the HOMO energy (spin up / spin down): -13.47 / -13.38 eV. The value obtained for the LUMO energy (spin up / spin down) is -4.7281 / -8.1219 eV. As for the charge: +1.

Löwdin atomic charge list, values in e, 6 entries:
1 S 0.53
2 S 0.59
3 H -0.12
4 H -0.14
5 N -0.03
6 C -0.36



[2]
This record from OMol25 describes CH8N3OP in the gas phase at a distorted geometry. The level of theory is ωB97M-V with the def2-TZVPD basis set.

Positions of all 14 atoms, in Å:
1 N 1.57 0.40 -1.19
2 C 1.43 0.56 0.28
3 O 0.27 -0.13 0.85
4 P -0.87 -0.95 -0.14
5 N -1.88 -1.33 1.19
6 N -1.57 0.53 -0.64
7 H 2.04 -0.45 -1.43
8 H 2.38 1.14 -1.48
9 H 1.23 1.62 0.54
10 H 2.37 0.34 0.83
11 H -1.40 -1.75 2.04
12 H -2.73 -1.83 0.88
13 H -1.05 1.20 -0.14
14 H -1.79 0.64 -1.59

For the maximum force, the calculation gives 3.98 eV/Å. The energy above the lowest of the compared OMol25 structures with the same formula, charge and spin comes out at 35.12 kcal per mole. As for the HOMO energy: -8.18 eV. The value obtained for the LUMO energy is 0.9084 eV. Its SMILES is NCOP(N)N. As for the charge: 0.

Löwdin atomic charge list, values in e, 6 entries:
1 N -0.04
2 C -0.34
3 O -0.42
4 P 0.70
5 N -0.23
6 N -0.16



[3]
This record from OMol25 describes 2 unconnected molecules or ions with the total composition CH8NO at a distorted geometry. The level of theory is ωB97M-V with the def2-TZVPD basis set.

Positions of all 11 atoms, in Å:
1 N -1.91 -0.31 -0.08
2 H -2.11 -1.19 -0.61
3 H -2.61 -0.22 0.69
4 H -0.90 -0.39 0.20
5 H -2.15 0.42 -0.79
6 C 1.45 0.41 -0.53
7 O 0.79 -0.05 0.66
8 H 1.07 -0.12 -1.40
9 H 1.25 1.48 -0.63
10 H 2.53 0.23 -0.50
11 H 1.38 0.14 1.40

For the maximum force, the calculation gives 1.31 eV/Å. The energy above the lowest of the compared OMol25 structures with the same formula, charge and spin comes out at 4.90 kcal per mole. The multiplicity is 2. As for the HOMO energy (spin up / spin down): -3.64 / -11.40 eV. The value obtained for the LUMO energy (spin up / spin down) is 0.7586 / 0.5021 eV. As for the charge: 0.

Löwdin atomic charge list, values in e, 6 entries:
1 N 0.00
2 H 0.02
3 H 0.03
4 H 0.04
5 H 0.01
6 C -0.18



[4]
This record from OMol25 describes 2 unconnected molecules or ions with the total composition CH8NO at a distorted geometry. The level of theory is ωB97M-V with the def2-TZVPD basis set.

Positions of all 11 atoms, in Å:
1 C -1.07 -1.34 0.08
2 N 0.12 -0.41 -0.25
3 H -0.96 -2.45 -0.05
4 H -1.62 -1.04 0.98
5 H -1.86 -1.08 -0.72
6 H 1.00 -0.86 0.01
7 H 0.05 0.55 0.13
8 H 0.24 -0.28 -1.26
9 H 1.12 2.32 1.15
10 H 1.76 2.65 -0.29
11 O 1.23 1.95 0.23

For the maximum force, the calculation gives 3.76 eV/Å. The energy above the lowest of the compared OMol25 structures with the same formula, charge and spin comes out at 49.37 kcal per mole. The multiplicity is 2. As for the HOMO energy (spin up / spin down): -22.02 / -21.89 eV. The value obtained for the LUMO energy (spin up / spin down) is -9.9911 / -18.0263 eV. As for the charge: +2.

Löwdin atomic charge list, values in e, 6 entries:
1 C 0.02
2 N 0.12
3 H 0.14
4 H 0.10
5 H 0.14
6 H 0.18



[5]
This record from OMol25 describes 2 unconnected molecules or ions with the total composition CH8NO at a distorted geometry. The level of theory is ωB97M-V with the def2-TZVPD basis set.

Positions of all 11 atoms, in Å:
1 N 1.11 0.47 -1.62
2 H 1.49 -0.40 -2.01
3 H 1.86 1.00 -1.15
4 H 0.71 1.06 -2.37
5 H 0.39 0.22 -0.93
6 C -0.67 -0.15 1.23
7 O -1.08 -1.29 1.90
8 H -1.11 0.77 1.65
9 H 0.41 -0.12 1.24
10 H -1.02 -0.22 0.18
11 H -2.08 -1.35 1.88

For the maximum force, the calculation gives 1.08 eV/Å. The energy above the lowest of the compared OMol25 structures with the same formula, charge and spin comes out at 0.00 kcal per mole. The multiplicity is 2. As for the HOMO energy (spin up / spin down): -24.61 / -24.58 eV. The value obtained for the LUMO energy (spin up / spin down) is -8.3137 / -14.9329 eV. As for the charge: +2.

Löwdin atomic charge list, values in e, 6 entries:
1 N 0.34
2 H 0.18
3 H 0.18
4 H 0.18
5 H 0.10
6 C 0.02



[6]
This record from OMol25 describes 2 unconnected molecules or ions with the total composition CH8NO2 at a distorted geometry. The level of theory is ωB97M-V with the def2-TZVPD basis set.

Positions of all 12 atoms, in Å:
1 O -1.70 -0.28 1.51
2 H -0.45 -0.67 0.49
3 H -2.20 0.53 1.48
4 H -2.43 -0.87 1.21
5 N 0.35 -0.80 -0.20
6 C 1.02 0.54 -0.36
7 O 0.94 0.90 -1.69
8 H -0.24 -1.21 -0.95
9 H 1.00 -1.59 -0.11
10 H 0.61 1.21 0.41
11 H 2.06 0.39 -0.06
12 H 1.05 1.85 -1.74

For the maximum force, the calculation gives 1.72 eV/Å. The energy above the lowest of the compared OMol25 structures with the same formula, charge and spin comes out at 14.37 kcal per mole. As for the HOMO energy: -15.77 eV. The value obtained for the LUMO energy is -3.5713 eV. As for the charge: +1.

Löwdin atomic charge list, values in e, 6 entries:
1 O -0.02
2 H 0.10
3 H 0.08
4 H 0.11
5 N 0.18
6 C -0.21



[7]
This record from OMol25 describes 3 unconnected molecules or ions with the total composition CH8NO3 at a distorted geometry. The level of theory is ωB97M-V with the def2-TZVPD basis set.

Positions of all 13 atoms, in Å:
1 N -1.50 -0.83 -1.25
2 C -1.04 -0.27 0.08
3 O -0.21 0.82 -0.06
4 H -2.15 -0.13 -1.52
5 H -0.71 -0.78 -1.88
6 H -1.94 -0.03 0.66
7 H -0.55 -1.11 0.61
8 H 0.43 1.27 1.46
9 H 1.94 1.32 1.76
10 O 1.09 1.49 2.16
11 H 1.09 -0.02 -0.37
12 H 1.62 -1.18 -1.16
13 O 1.94 -0.54 -0.50

For the maximum force, the calculation gives 1.38 eV/Å. The energy above the lowest of the compared OMol25 structures with the same formula, charge and spin comes out at 4.34 kcal per mole. As for the HOMO energy: -4.03 eV. The value obtained for the LUMO energy is 4.4853 eV. As for the charge: -1.

Löwdin atomic charge list, values in e, 6 entries:
1 N -0.02
2 C -0.51
3 O -0.34
4 H 0.02
5 H 0.03
6 H 0.08



[8]
This record from OMol25 describes 2 unconnected molecules or ions with the total composition CH8NS. The level of theory is ωB97M-V with the def2-TZVPD basis set.

Positions of all 11 atoms, in Å:
1 N -0.73 0.75 2.87
2 H -1.15 -0.08 2.45
3 H 0.24 0.58 3.18
4 H -0.72 1.39 2.08
5 H -1.28 1.11 3.64
6 C 0.24 -0.37 -2.65
7 S 0.90 -1.07 -1.07
8 H 0.59 0.66 -2.63
9 H 0.71 -0.95 -3.43
10 H -0.83 -0.46 -2.78
11 H 2.02 -1.55 -1.66

For the maximum force, the calculation gives 0.82 eV/Å. The energy above the lowest of the compared OMol25 structures with the same formula, charge and spin comes out at 13.51 kcal per mole. As for the HOMO energy: -12.01 eV. The value obtained for the LUMO energy is -4.5493 eV. As for the charge: +1.

Löwdin atomic charge list, values in e, 6 entries:
1 N 0.34
2 H 0.16
3 H 0.17
4 H 0.16
5 H 0.16
6 C -0.46